The following is a DFT calculation (wB97M-V/def2-TZVPD) of the ion C5H10N3 with charge +1 in a non-equilibrium geometry.

Each atom is followed by the atoms it is bonded to, with distances in Å.
Cartesian coordinates (Å):
1 N -1.279 -1.174 -0.194  C5 1.389, C6 1.377, H11 1.013
2 N -0.718 1.168 -0.326  C6 1.599, C7 1.471, H10 0.969, H12 1.105
3 N 2.811 -0.134 0.419  C4 1.524, C8 1.268
4 C 1.332 -0.130 0.052  N3 1.524, C7 1.519, C8 1.453
5 C -0.131 -1.655 0.421  N1 1.389, H13 1.098, H17 1.112
6 C -1.784 0.066 0.128  N1 1.377, N2 1.599, H9 1.129, H18 1.022
7 C 0.516 1.082 0.469  N2 1.471, C4 1.519, H14 1.123, H15 1.142
8 C 2.501 -0.031 -0.806  N3 1.268, C4 1.453, H16 1.001
9 H -2.714 0.271 -0.479  C6 1.129
10 H -1.048 2.047 -0.087  N2 0.969
11 H -1.532 -1.485 -1.124  N1 1.013
12 H -0.549 1.177 -1.418  N2 1.105
13 H 0.243 -2.606 0.020  C5 1.098
14 H 0.049 0.952 1.482  C7 1.123
15 H 1.192 2.003 0.487  C7 1.142
16 H 2.942 0.063 -1.700  C8 1.001
17 H 0.009 -1.800 1.514  C5 1.112
18 H -1.839 0.188 1.141  C6 1.022

Results
Relative energy (zero: lowest compared OMol25 entry of this formula, charge and spin)   135.9 kcal per mole
LUMO energy   -3.447 eV
Electronic energy   -360.35858 Eh
Highest occupied orbital energy   -0.453 Eh
Orbital gap   8.892 eV
Molecular weight   112.16 g/mol
Total charge   +1

Here are the natural (NBO) charges for atoms 1 to 8, given in e: N -0.62; N -0.53; N -0.24; C -0.04; C -0.19; C -0.01; C -0.29; C 0.06